P.
Formula: CH3BrClN3
Source: the Open Molecules 2025 dataset
Level of theory: the ωB97M-V functional and the def2-TZVPD basis

```
! wB97M-V def2-TZVPD RIJCOSX def2/J DEFGRID3
* xyz 0 1
C 0.3992 -0.0766 0.2299
N 1.5278 -0.2812 0.7482
N -0.4183 0.7225 0.8666
N 0.1560 -0.3917 -1.0499
Cl 0.3544 -1.8807 -1.6543
Br -2.7238 0.6089 -1.8070
H 2.3592 -0.6328 0.3656
H -0.2277 1.2359 1.6852
H -1.4268 0.6955 0.6156
*
```

Q.
Formula: CH3BrClN3
Source: the Open Molecules 2025 dataset
Level of theory: the ωB97M-V functional and the def2-TZVPD basis

```
! wB97M-V def2-TZVPD RIJCOSX def2/J DEFGRID3
* xyz 0 1
C -0.2413 -0.6178 -0.2648
N 0.4107 -1.5574 -0.5239
N -0.9329 0.4313 -0.2107
N 2.3651 0.2226 1.3167
Cl 3.2085 -0.8124 0.1730
Br 2.0701 1.8376 0.6651
H 1.6380 -1.5272 -0.3560
H -1.9496 0.3267 -0.1172
H -0.7391 1.3753 -0.4347
*
```

P wins, 0.0514 hartree ahead of the next structure.

P.
Formula: C3H6
Source: the Open Molecules 2025 dataset
Level of theory: the ωB97M-V functional and the def2-TZVPD basis

```
! wB97M-V def2-TZVPD RIJCOSX def2/J DEFGRID3
* xyz 0 1
C 1.2803 -0.0209 -0.2418
C 0.2249 0.2046 0.5176
C -1.0687 -0.1861 -0.0064
H 2.2908 0.3367 -0.1324
H 1.1845 -0.6705 -1.0933
H 0.2824 0.9918 1.4967
H -1.7695 -0.6770 0.6884
H -1.0070 -0.8047 -0.8994
H -1.4177 0.8261 -0.3294
*
```

Q.
Formula: C3H6
Source: the Open Molecules 2025 dataset
Level of theory: the ωB97M-V functional and the def2-TZVPD basis

```
! wB97M-V def2-TZVPD RIJCOSX def2/J DEFGRID3
* xyz 0 1
C 1.3488 -0.1798 -0.0184
C 0.2376 0.5416 -0.0105
C -1.1517 -0.1115 -0.0046
H 1.3262 -1.2711 -0.0177
H 2.3591 0.2459 0.0458
H 0.3217 1.6188 -0.0043
H -1.2776 -0.7200 -0.8799
H -1.2178 -0.7552 0.8795
H -1.9462 0.6312 0.0101
*
```

Q wins, 0.0224 hartree ahead of the next structure.

P.
Formula: C2H7O2
Source: the Open Molecules 2025 dataset
Level of theory: the ωB97M-V functional and the def2-TZVPD basis

```
! wB97M-V def2-TZVPD RIJCOSX def2/J DEFGRID3
* xyz 1 1
O -2.6623 0.1173 0.0218
H -3.2774 0.8789 0.1702
H -0.6790 -0.0889 0.0746
H -3.0976 -0.7005 -0.2889
C 0.0932 0.5408 -0.4425
C 1.4301 0.2626 0.2220
O 1.8094 -0.9302 0.2474
H -0.2193 1.5930 -0.3212
H 0.0851 0.2409 -1.5392
H 2.1165 1.0109 0.6774
H 2.7553 -1.2508 0.3959
*
```

Q.
Formula: C2H7O2
Source: the Open Molecules 2025 dataset
Level of theory: the ωB97M-V functional and the def2-TZVPD basis

```
! wB97M-V def2-TZVPD RIJCOSX def2/J DEFGRID3
* xyz 1 1
O -0.9001 1.3078 -0.6529
H -1.1863 1.2876 -1.5988
H 1.1862 0.9162 0.7119
H -0.7683 2.2675 -0.3885
C 1.1430 -0.1894 0.8147
C -0.0007 -0.7819 -0.1404
O -1.0554 -1.1827 0.3715
H 2.1959 -0.6063 0.5072
H 0.9127 -0.5803 1.7924
H 0.1635 -0.8083 -1.2041
H -1.6907 -1.6303 -0.2130
*
```

R.
Formula: C2H7O2
Source: the Open Molecules 2025 dataset
Level of theory: the ωB97M-V functional and the def2-TZVPD basis

```
! wB97M-V def2-TZVPD RIJCOSX def2/J DEFGRID3
* xyz 1 1
C -1.3446 -0.3805 0.7554
C 1.4242 0.9902 1.1498
O -0.8621 0.1655 -1.3598
O -0.7165 0.5566 -0.0702
H -0.9017 -0.4020 1.7256
H -2.3738 -0.1956 0.8471
H -1.3007 -1.3478 0.2338
H 1.7641 1.9153 0.5833
H 0.5885 0.9498 1.8838
H 1.9056 0.1079 0.7648
H -0.6701 0.8783 -1.9375
*
```

Q wins, 0.0057 hartree ahead of the next structure.